Below is 8 unconnected molecules or ions with the total composition C18H48Cl9O20P5 at a distorted geometry, with properties calculated with ωB97M-V/def2-TZVPD.

```
100
Properties=species:S:1:pos:R:3:forces:R:3
C 0.744158 -3.772739 -2.388932 -0.2 -0.4 0.3
O -0.473018 -3.090967 -2.029522 -0.5 0.3 -0.1
P -1.194982 -2.210708 -3.145109 0.4 -0.4 -0.1
O -0.384541 -1.115579 -3.667061 -0.1 0.2 -0.1
O -1.602350 -3.227144 -4.289252 0.0 0.2 -0.3
C -2.336852 -4.404223 -3.973117 0.1 -0.7 0.3
O -2.550385 -1.862258 -2.415356 0.2 -0.3 0.3
C -3.279859 -0.725938 -2.837344 -0.6 1.3 0.2
H 0.517584 -4.821779 -2.585907 -0.1 0.0 0.0
H 1.396613 -3.704095 -1.520435 -0.2 -0.2 -0.3
H 1.252051 -3.334835 -3.247560 -0.3 0.0 0.1
H -3.299049 -4.443263 -4.478248 0.0 0.4 -0.1
H -2.505014 -4.499222 -2.899044 0.0 0.0 0.0
H -1.745781 -5.255712 -4.310201 0.0 0.0 0.0
H -2.702809 -0.104268 -3.521920 0.0 -0.2 -0.1
H -3.518019 -0.096373 -1.973941 0.3 -0.3 0.1
H -4.255085 -0.969353 -3.261674 0.3 -0.5 -0.2
C 2.573100 4.700720 2.779341 0.3 0.2 -0.2
O 1.379250 5.470285 2.541275 0.0 0.1 0.1
P 0.633324 5.292878 1.143422 0.0 0.1 -0.3
O -0.526515 6.152808 0.937745 -0.1 0.2 0.5
O 0.342097 3.737737 1.072089 0.2 -0.2 -0.9
C -0.753629 3.289897 1.863971 -0.5 0.5 0.7
O 1.762825 5.456760 0.056432 0.2 -0.5 0.0
C 2.421816 6.720948 -0.057508 -0.4 0.7 0.3
H 2.768553 3.988926 1.974579 -0.2 0.0 0.1
H 2.491609 4.185233 3.733080 -0.2 0.0 0.0
H 3.426503 5.382525 2.812465 -0.1 0.0 0.1
H -1.332307 4.163148 2.178100 0.1 -0.1 0.3
H -0.338459 2.749917 2.711634 -0.2 0.0 0.1
H -1.475597 2.665505 1.344233 0.5 -0.2 -0.5
H 3.329800 6.581492 -0.625251 0.1 -0.2 -0.2
H 2.649085 7.153705 0.924229 0.1 -0.3 0.0
H 1.759230 7.450980 -0.533043 0.1 -0.2 -0.2
C -7.658962 -0.063561 2.205469 0.1 0.7 -0.6
O -7.090147 -1.286080 2.662343 0.3 -0.2 0.5
P -6.240100 -1.292750 4.026487 -0.2 0.0 -0.1
O -5.251693 -2.362409 4.122544 0.0 -0.4 -0.6
O -7.318370 -1.290642 5.173797 0.2 0.7 0.2
C -8.367088 -2.247843 5.230195 -0.3 -0.4 -1.0
O -5.624410 0.157774 4.156938 -0.7 0.0 0.0
C -4.634530 0.561157 3.209528 0.4 0.4 -0.1
H -8.718055 -0.142613 1.965657 0.0 -0.5 0.2
H -7.143689 0.224237 1.284003 0.0 -0.1 0.1
H -7.535737 0.752448 2.916562 0.0 -0.1 0.1
H -8.758701 -2.244087 6.237685 0.0 -0.1 0.1
H -8.031797 -3.236504 4.903274 0.2 0.0 0.5
H -9.162601 -2.002861 4.515590 0.1 0.3 0.2
H -3.710715 0.652953 3.777858 0.2 0.0 -0.3
H -4.895704 1.531040 2.778818 -0.2 0.0 0.3
H -4.527893 -0.106320 2.351430 0.0 -0.3 0.3
C 3.942838 -5.465937 -1.125260 -0.8 -0.6 0.9
O 4.967284 -4.647538 -1.658670 -0.2 0.3 -0.2
P 4.777191 -3.057535 -1.638238 -0.2 -1.0 -0.1
O 5.827107 -2.385423 -2.377192 0.4 0.3 0.2
O 3.305922 -2.862989 -2.190761 0.4 0.2 0.6
C 2.640378 -1.594009 -2.014516 0.4 0.5 -0.3
O 4.596012 -2.739960 -0.080634 0.3 -0.1 0.0
C 5.760912 -2.838574 0.749560 0.6 0.4 0.8
H 3.231517 -5.819681 -1.875642 0.2 0.2 -0.2
H 3.362999 -4.968844 -0.335046 0.2 0.2 -0.2
H 4.354032 -6.349420 -0.628806 0.4 0.2 -0.3
H 3.326698 -0.799640 -1.713157 0.1 -0.2 0.1
H 1.855649 -1.679100 -1.264356 0.0 0.0 -0.1
H 2.242280 -1.310506 -2.985373 -0.3 0.0 0.1
H 6.604098 -3.398407 0.335285 -0.3 0.1 -0.5
H 5.556021 -3.334682 1.705070 -0.6 0.0 -0.3
H 6.103027 -1.828773 0.989423 0.0 -0.1 -0.2
C 3.892108 5.245310 -4.243103 -0.5 0.0 -0.1
O 3.891430 4.977545 -2.814461 0.1 0.1 -0.5
P 4.303094 3.518620 -2.342142 -0.2 0.2 0.6
O 5.648998 3.082660 -2.675016 0.2 -0.2 -0.2
O 4.008613 3.665383 -0.775963 0.1 0.2 -0.6
C 4.848177 2.965234 0.123822 0.2 -0.3 1.1
O 3.173041 2.557071 -2.882318 -0.2 -0.2 -0.3
C 1.793253 2.826168 -2.572601 -0.1 0.3 1.0
H 4.533655 6.094354 -4.474823 0.0 0.0 0.3
H 2.860457 5.484061 -4.529495 0.3 0.0 0.1
H 4.222973 4.401292 -4.853846 0.1 -0.1 0.3
H 4.525671 1.927670 0.272031 0.0 0.1 -0.4
H 4.750390 3.437762 1.107282 0.0 0.1 -0.3
H 5.899352 2.995427 -0.159894 -0.1 0.0 -0.2
H 1.731798 3.585561 -1.787051 0.0 0.1 -0.2
H 1.326948 1.939173 -2.136209 0.2 -0.1 -0.4
H 1.236743 3.171021 -3.439192 0.2 -0.1 -0.2
C -0.470324 -0.251704 0.453040 -0.3 -0.2 0.4
Cl 1.037482 0.246378 1.204384 0.4 0.4 -0.3
Cl -0.946107 0.712532 -0.943201 0.3 0.0 0.4
Cl -1.714831 -0.222210 1.722069 -0.2 0.1 -0.3
H -0.339150 -1.280186 0.136981 -0.1 0.0 -0.1
C -4.251807 -3.204509 0.927226 0.1 0.6 -0.3
Cl -4.892979 -1.725533 0.140238 0.2 -0.2 -0.2
Cl -2.522121 -3.398649 0.617507 -0.1 0.0 0.0
Cl -5.110460 -4.618013 0.339550 -0.1 0.0 0.2
H -4.412117 -2.998757 1.978753 -0.1 -0.5 0.2
C 1.656160 -2.946133 2.793524 0.2 0.0 0.2
Cl 0.094618 -2.562316 3.502633 0.1 -0.2 0.0
Cl 1.544893 -3.183857 1.051037 -0.2 -0.2 0.0
Cl 2.400817 -4.353084 3.564356 -0.1 0.0 0.0
H 2.322102 -2.116199 2.972846 0.0 0.2 -0.1
```
Forces are in eV/Å.

Computed properties:
HOMO-LUMO gap: 10.758 eV
Total charge: 0
Energy relative to the best compared isomer or geometry (same formula, charge and spin): 19.1 kcal/mol
LUMO: 0.00557 Eh
Structure (SMILES): COP(=O)(OC)OC.COP(=O)(OC)OC.COP(=O)(OC)OC.COP(=O)(OC)OC.COP(=O)(OC)OC.ClC(Cl)Cl.ClC(Cl)Cl.ClC(Cl)Cl

=====

Below is 2 unconnected molecules or ions with the total composition C3H6O2, with properties calculated with ωB97M-V/def2-TZVPD.

```
11
Properties=species:S:1:pos:R:3:forces:R:3
O -0.406174 1.903392 -1.433091 -0.2 0.1 0.1
C 1.112620 -0.694651 -0.435086 0.0 0.0 0.1
C 0.583601 -1.032891 0.741925 0.1 0.0 -0.1
C -0.785900 -0.609489 1.091866 -0.1 0.0 0.2
O -1.350527 -0.889225 2.125592 0.2 0.1 -0.4
H -1.348703 1.840385 -1.627353 0.1 0.1 0.0
H 2.116432 -0.997073 -0.719796 -0.1 0.0 0.1
H 0.561659 -0.074029 -1.141088 0.1 -0.2 0.1
H -0.363886 2.146430 -0.499661 0.0 0.0 -0.1
H 1.115787 -1.624582 1.482563 -0.1 0.0 -0.1
H -1.286387 0.011866 0.315160 0.0 -0.1 0.1
```
Forces are in eV/Å.

Computed properties:
HOMO-LUMO gap: 10.309 eV
Total charge: 0
Energy relative to the best compared isomer or geometry (same formula, charge and spin): 36.2 kcal/mol
LUMO: 0.01203 Eh
Structure (SMILES): C=CC=O.O

=====

Below is a single C5H8O molecule, with properties calculated with ωB97M-V/def2-TZVPD.

```
14
Properties=species:S:1:pos:R:3:forces:R:3
C -2.075399 1.129586 -0.283076 0.0 0.1 0.0
C -1.472270 -0.290656 -0.264486 0.0 -0.1 0.0
C -0.051819 -0.358192 -0.610836 0.6 0.0 0.0
C 1.151885 -0.425605 -0.559328 -0.5 0.0 0.2
C 2.489693 -0.572398 0.031204 0.1 0.0 -0.4
O 2.370269 -0.897001 1.410126 0.0 0.2 0.1
H -2.663021 1.315661 -1.187802 0.2 -0.1 0.1
H -2.742477 1.281110 0.571233 0.1 -0.1 -0.1
H -1.294969 1.897462 -0.246041 -0.1 -0.2 0.1
H -1.427900 -0.726116 0.742002 -0.5 0.3 0.1
H -2.082458 -0.995951 -0.834050 0.1 0.1 -0.2
H 3.069665 0.352649 -0.108478 -0.1 -0.2 0.0
H 3.039602 -1.396067 -0.435361 -0.1 0.2 0.1
H 1.689204 -0.314479 1.774890 0.2 -0.2 0.0
```
Forces are in eV/Å.

Computed properties:
HOMO-LUMO gap: 10.516 eV
Total charge: 0
Energy relative to the best compared isomer or geometry (same formula, charge and spin): 56.1 kcal/mol
LUMO: 0.03073 Eh
Structure (SMILES): CCC#CCO

=====

Below is a molecular structure, C10H6Cl2LaN2O3PmS at a distorted geometry, with properties calculated with ωB97M-V/def2-TZVPD.

```
26
Properties=species:S:1:pos:R:3:forces:R:3
Pm -3.453584 -4.630567 -2.004256 1.9 -0.2 0.0
La 0.530563 -0.158224 0.109530 1.9 -3.9 0.7
Cl -1.273093 -5.333627 -2.973732 -1.5 0.6 0.7
Cl -1.908948 -0.708538 0.563615 -0.5 -0.2 -0.1
C -0.030586 1.977729 -0.657858 -3.2 9.4 -3.3
C -4.166779 -6.502096 -3.463459 -2.2 -5.6 -4.6
C -5.881439 -5.093931 -2.731119 -6.1 -1.9 -2.5
O -0.425725 3.012127 -1.015619 2.1 -5.4 1.9
O -4.649825 -7.303939 -4.158070 2.9 4.2 3.7
O -6.831897 -5.553091 -3.213040 4.5 2.5 2.6
N -0.660439 2.287495 2.829479 0.9 -0.4 0.7
C 0.667023 1.946964 2.798872 -0.7 -0.1 -0.7
N 1.159513 0.987737 1.960362 -0.1 0.2 1.5
C 2.575520 0.800581 2.170231 -0.3 0.6 -0.5
C 3.395473 -0.069425 1.419429 0.2 0.6 0.4
C 4.794338 0.116486 1.545734 -0.3 -0.1 0.2
C 5.318411 1.059514 2.461156 -0.2 0.1 0.2
C 4.487152 1.899542 3.225669 -0.2 -0.2 -0.1
C 3.109852 1.752807 3.043512 0.1 0.2 -0.4
S 1.824047 2.809787 3.670047 0.7 -0.4 0.3
H -0.909397 2.911556 3.608462 0.0 -0.2 -0.6
H -1.331051 1.526681 2.723251 0.2 0.3 -0.1
H 2.946040 -0.903318 0.821186 0.8 0.4 0.4
H 5.501759 -0.480166 0.953509 -0.5 0.2 0.4
H 6.402982 1.131431 2.614996 -0.5 0.0 -0.3
H 4.854327 2.665072 3.933443 0.1 -0.6 -0.6
```
Forces are in eV/Å.

Computed properties:
⟨S²⟩: 6.008
HOMO-LUMO gap (alpha / beta): 4.045 / 4.542 eV
Spin multiplicity: 5
Total charge: +4
LUMO (alpha / beta): -0.55254 / -0.53428 Eh

=====

Below is 2 unconnected molecules or ions with the total composition H5NOSi at a distorted geometry, with properties calculated with ωB97M-V/def2-TZVPD.

```
8
Properties=species:S:1:pos:R:3:forces:R:3
N 2.063567 -0.890480 -0.308737 2.1 0.0 -0.3
O 1.744881 0.144537 0.581979 -5.0 2.5 -1.0
Si -1.423134 -0.450699 -0.155136 1.6 0.7 0.0
H 2.404981 -1.491569 0.422334 0.3 -1.4 -0.4
H 2.972557 -0.578744 -0.786159 -1.7 -0.4 0.6
H -2.694145 0.144432 -0.531033 -1.0 0.2 -0.2
H 0.601613 0.352471 0.293109 4.2 -0.8 1.1
H -1.918835 -1.682988 0.433884 -0.5 -0.8 0.3
```
Forces are in eV/Å.

Computed properties:
HOMO-LUMO gap: 7.442 eV
Total charge: 0
Energy relative to the best compared isomer or geometry (same formula, charge and spin): 158.3 kcal/mol
LUMO: -0.05218 Eh

=====

Below is 2 unconnected molecules or ions with the total composition C2H5N3 at a distorted geometry, with properties calculated with ωB97M-V/def2-TZVPD.

```
10
Properties=species:S:1:pos:R:3:forces:R:3
C -1.031819 -0.940608 -1.007315 -0.1 1.7 -0.4
C -1.508115 0.313775 -1.327562 -0.2 -1.5 2.9
N 3.109679 -0.389708 2.247980 -2.2 1.7 -1.8
N 2.210191 0.156281 1.783169 3.6 -2.5 2.7
N 1.118984 0.542307 1.429472 -1.2 -1.5 -0.4
H -0.719823 -1.750539 -1.695804 0.0 1.1 0.0
H -0.793672 -1.186575 0.043223 -0.9 0.1 -0.5
H -2.033583 0.914525 -0.483648 1.5 -0.9 -1.3
H -1.486896 0.841817 -2.257085 -0.3 -0.5 -0.8
H 1.135054 1.498726 1.267571 -0.1 2.3 -0.6
```
Forces are in eV/Å.

Computed properties:
HOMO-LUMO gap: 10.685 eV
Total charge: 0
Energy relative to the best compared isomer or geometry (same formula, charge and spin): 70.5 kcal/mol
LUMO: 0.03857 Eh